ORCA calculation (ωB97M-V with the def2-TZVPD basis set) on a cluster of 10 separate species, C40H71N3O14S7 in total in a non-equilibrium geometry.

XYZ file:
```
135
Properties=species:S:1:pos:R:3:mulliken_charge:R:1
O -4.85 2.48 0.91 -0.4198
S -5.61 3.21 -0.13 0.8660
O -6.96 2.72 -0.50 -0.6471
C -5.35 5.09 0.08 -0.8391
C -4.35 5.55 -0.97 -0.0960
C -4.50 4.62 -2.20 -0.7964
C -4.55 3.14 -1.73 -0.2140
H -5.22 5.33 1.14 0.4501
H -6.33 5.48 -0.20 0.3716
H -4.44 6.56 -1.37 0.3791
H -3.40 5.44 -0.45 -0.0786
H -3.74 4.85 -2.96 0.3683
H -5.51 4.64 -2.59 0.3758
H -3.55 3.02 -1.31 -0.2217
H -4.94 2.45 -2.49 0.5231
O 0.51 -6.56 -0.77 -0.5741
S -0.11 -6.55 -2.10 1.0048
O -1.23 -7.48 -2.38 -0.6868
C -0.55 -4.80 -2.54 -0.1644
C -0.04 -4.56 -3.97 -0.1442
C 1.38 -5.27 -4.08 -0.2673
C 1.24 -6.68 -3.34 -0.8154
H 0.10 -4.18 -1.92 -0.3321
H -1.58 -4.61 -2.25 0.6624
H -0.72 -4.71 -4.81 0.3003
H 0.04 -3.48 -4.04 -0.0346
H 2.14 -4.55 -3.78 -0.2763
H 1.58 -5.49 -5.13 0.4098
H 2.15 -7.19 -3.02 0.4492
H 0.91 -7.40 -4.08 0.4062
O 3.24 -2.88 -1.44 -0.3686
S 4.10 -2.66 -2.61 0.7355
O 4.64 -3.83 -3.32 -0.6923
C 3.27 -1.63 -3.92 -0.4391
C 4.33 -0.56 -4.27 -0.6459
C 5.11 -0.22 -2.97 -0.5083
C 5.50 -1.46 -2.20 -0.6222
H 2.57 -1.16 -3.22 0.0425
H 2.90 -2.32 -4.68 0.5705
H 4.99 -0.92 -5.06 0.3613
H 3.86 0.38 -4.53 0.3672
H 4.59 0.46 -2.29 0.1206
H 6.04 0.29 -3.22 0.3988
H 5.59 -1.38 -1.11 0.2536
H 6.44 -1.85 -2.59 0.3835
O -0.29 -3.12 3.81 -0.4287
S 1.15 -3.39 4.03 0.8628
O 1.59 -3.47 5.46 -0.7181
C 1.76 -4.74 2.94 -1.0323
C 2.07 -4.08 1.60 0.0401
C 3.01 -2.92 2.02 -0.4977
C 2.23 -2.19 3.20 0.1688
H 1.17 -5.66 2.92 0.4936
H 2.75 -5.06 3.28 0.4161
H 2.45 -4.83 0.90 0.4040
H 1.15 -3.78 1.10 -0.1557
H 3.41 -2.28 1.23 -0.0124
H 3.97 -3.29 2.36 0.4879
H 1.59 -1.40 2.81 -0.5166
H 2.84 -1.76 3.99 0.5054
O 0.23 1.87 -1.62 -0.7931
S -0.32 1.38 -0.32 0.9841
O -0.58 2.32 0.73 -0.2001
C -1.75 0.20 -0.37 -0.6198
C -0.97 -1.08 -0.93 -0.9644
C 0.34 -1.33 -0.09 1.5820
C 0.92 0.10 0.16 -0.5975
H -2.36 0.77 -1.07 0.4546
H -2.02 0.24 0.69 0.1340
H -1.52 -2.02 -0.91 0.4497
H -0.68 -0.78 -1.93 0.2520
H 1.23 -1.76 -0.55 -0.3442
H 0.14 -1.73 0.90 -0.5547
H 1.90 0.39 -0.23 0.0399
H 0.97 0.38 1.21 0.0681
O 1.93 7.64 3.66 -0.7254
S 1.37 6.34 3.15 0.9644
O 1.41 5.16 4.00 -0.4935
C -0.38 6.45 2.38 -0.6268
C -0.24 5.81 1.00 -0.1998
C 1.17 5.17 0.76 0.1669
C 2.19 6.01 1.53 -0.8655
H -0.54 7.52 2.29 0.3955
H -1.14 6.14 3.10 0.2339
H -1.04 5.08 0.83 -0.1680
H -0.26 6.56 0.21 0.4441
H 1.22 5.14 -0.33 0.6042
H 1.19 4.11 1.02 -0.5286
H 2.16 6.92 0.92 0.3854
H 3.22 5.65 1.60 0.4345
O -0.94 0.24 3.53 -0.1606
S -1.46 1.03 4.61 0.8461
O -1.36 0.57 6.02 -0.7489
C -1.03 2.83 4.50 -0.1126
C -2.21 3.58 5.19 -0.5980
C -3.63 2.78 4.90 -0.7836
C -3.22 1.39 4.39 0.0461
H -1.08 2.97 3.42 -0.3637
H 0.02 3.00 4.76 0.6359
H -2.13 3.68 6.27 0.3489
H -2.07 4.54 4.70 0.1555
H -4.17 3.30 4.11 0.3109
H -4.14 2.74 5.86 0.2605
H -3.32 1.41 3.31 -0.5206
H -3.68 0.55 4.92 0.7157
C -4.53 -2.18 0.86 -0.6917
C -3.97 -1.71 2.01 0.3132
C -3.18 -2.69 2.47 -1.0274
N -3.27 -3.81 1.70 0.0846
C -4.16 -3.51 0.73 -0.8177
H -5.13 -1.61 0.17 0.4520
H -4.02 -0.75 2.52 0.5462
H -2.58 -2.65 3.37 0.5197
H -2.87 -4.69 1.98 0.2413
H -4.26 -4.18 -0.11 0.4251
C -1.70 -2.64 -6.60 -0.7793
C -1.10 -1.71 -5.66 -0.0448
C 0.03 -1.25 -6.23 -0.7111
N 0.33 -1.97 -7.34 -0.0042
C -0.79 -2.85 -7.55 -0.5515
H -2.67 -3.09 -6.44 0.4414
H -1.48 -1.28 -4.74 0.5120
H 0.82 -0.58 -5.93 0.5200
H 1.17 -1.78 -7.86 0.2192
H -0.69 -3.41 -8.47 0.4504
C 3.17 2.41 2.71 0.4903
C 3.65 1.64 1.61 -0.3224
C 4.54 0.72 2.18 -1.0684
N 4.73 1.06 3.43 0.0755
C 3.84 2.01 3.83 -1.3199
H 2.42 3.19 2.75 0.1889
H 3.37 1.74 0.58 0.7688
H 5.04 -0.10 1.69 0.5123
H 5.50 0.74 4.00 0.2328
H 3.83 2.30 4.87 0.4682
```

Values from the calculation:
Molecular weight: 1042.5 g/mol
Net charge: 0
Energy relative to the best compared isomer or geometry (same formula, charge and spin): 2.9277 eV
Maximum force: 0.079 hartree/bohr
SMILES: O=S1(=O)CCCC1.O=S1(=O)CCCC1.O=S1(=O)CCCC1.O=S1(=O)CCCC1.O=S1(=O)CCCC1.O=S1(=O)CCCC1.O=S1(=O)CCCC1.c1cc[nH]c1.c1cc[nH]c1.c1cc[nH]c1
Electronic energy: -151605.1127 eV
Frontier orbital gap: 7.650 eV